[1]
Entry from OMol25: a 3-piece molecular cluster, C30H27N3O5 overall in a non-equilibrium geometry (ωB97M-V with the def2-TZVPD basis set).

XYZ file:
```
65
Properties=species:S:1:pos:R:3:forces:R:3
O -5.884429 3.061302 -0.439287 -0.067 -0.235 -0.279
O 5.034249 2.576806 -3.472600 0.053 -0.101 -0.052
O -3.778688 2.422175 0.005217 0.413 0.067 -0.626
O 3.105645 0.880189 -4.014501 -0.096 0.045 0.144
O 3.255826 3.570502 1.362312 -0.094 0.059 0.055
N 4.306149 -1.247312 -4.068631 0.095 -0.094 -0.139
N -2.542474 -2.650604 -0.874880 -0.024 -0.150 0.024
N 0.892561 -2.239529 2.117773 -0.032 -0.050 0.057
C 1.374936 -4.556995 2.495845 0.002 -0.001 0.011
C -4.171648 4.703580 -0.572132 0.251 -0.238 0.427
C -2.597292 0.788486 -1.302433 0.421 0.570 0.374
C 4.374685 4.336829 -0.505842 0.169 -0.013 -0.387
C 3.269846 2.135937 -1.931479 0.195 -0.029 -0.324
C -2.643142 -3.727304 -1.654271 0.030 0.094 -0.072
C -3.890743 1.117987 -0.599651 -0.133 -0.373 0.128
C -1.377373 0.976473 -0.385979 0.296 -0.462 0.049
C 1.157443 -2.012043 3.403995 -0.110 -0.013 -0.011
C 1.644277 -4.304155 3.830585 0.033 -0.017 0.022
C 2.116018 1.159138 2.183597 0.177 0.285 0.411
C -4.717215 3.324314 -0.344630 -0.438 0.183 0.297
C 1.542464 0.494984 -2.266588 -0.030 0.106 0.188
C -0.204500 -0.037902 -0.591230 -0.313 0.906 -0.356
C -2.839196 -4.085029 1.023580 0.006 -0.017 -0.006
C 1.007484 -3.493233 1.685245 -0.031 0.049 -0.046
C 1.039748 0.726303 -0.998382 -0.074 -0.565 0.196
C 4.852571 4.086338 -1.719362 -0.137 0.421 0.443
C 3.755981 -0.237001 -4.057324 -0.027 0.044 0.075
C 1.186401 1.816822 1.267799 0.241 -0.469 0.039
C 2.893948 0.679793 2.957710 0.053 0.012 -0.329
C -2.642152 -2.843344 0.439177 0.024 0.152 0.006
C 4.441571 2.890908 -2.465697 0.098 0.010 -0.174
C 3.447997 3.418414 0.175619 -0.135 0.124 0.257
C -2.841238 -5.011512 -1.172512 0.002 0.001 0.042
C -2.940958 -5.192325 0.197888 0.006 -0.018 0.006
C 2.769867 2.371289 -0.641026 -0.035 -0.157 -0.057
C 1.678531 1.648085 -0.153290 -0.127 0.042 -0.170
C 1.537084 -3.003451 4.296160 -0.004 -0.041 -0.046
C 2.647291 1.178190 -2.706605 0.029 -0.064 -0.156
H -2.486000 1.510906 -2.110213 -0.049 -0.184 -0.384
H -0.485597 -0.693557 -1.408243 0.089 -0.250 -0.064
H -4.705537 1.115756 -1.316674 -0.273 0.026 0.110
H 4.668494 5.208536 0.054846 0.075 0.078 0.189
H 1.092591 2.864932 1.527467 -0.020 0.123 0.108
H -2.915980 -5.846193 -1.855455 0.004 0.005 -0.018
H -4.461881 5.019469 -1.566795 -0.020 0.102 -0.142
H 1.449472 -5.555845 2.087842 0.001 0.012 -0.021
H -0.984523 1.968379 -0.584851 0.003 0.237 0.175
H 1.072091 -0.233711 -2.906084 -0.029 -0.102 -0.153
H -2.647152 -0.217991 -1.704877 -0.083 -0.151 -0.016
H -0.030535 -0.663236 0.281713 0.060 0.026 0.157
H -1.664524 0.976831 0.662524 -0.278 -0.053 0.111
H -3.095459 -6.179310 0.614520 -0.001 0.001 0.001
H 1.062971 -0.984060 3.726335 -0.001 0.004 0.052
H 1.937402 -5.106373 4.495650 -0.001 -0.002 0.002
H 0.794864 -3.649747 0.634398 -0.027 -0.050 -0.058
H -4.616271 5.373702 0.154819 -0.107 0.187 0.024
H -3.094720 4.704780 -0.455328 0.126 0.134 -0.088
H 5.556211 4.758351 -2.183138 0.166 -0.074 -0.224
H -2.908921 -4.177298 2.098640 0.007 0.018 0.005
H -4.101186 0.391329 0.181223 -0.097 -0.048 0.131
H -2.559249 -3.545691 -2.720336 -0.007 -0.040 -0.009
H 0.228939 1.334575 1.403168 -0.257 0.028 -0.141
H -2.558645 -1.952399 1.053827 0.027 -0.031 0.037
H 1.745413 -2.758967 5.328640 -0.020 0.018 0.010
H 3.647332 0.242439 3.560061 0.027 -0.077 0.188
```
Positions in Å, forces in eV/Å.

Values from the calculation:
lowest unoccupied orbital energy = -1.300 eV
HOMO level = -0.3556 Ha
2S+1 = 1
E = -1699.72568 a.u.
SMILES = C#CCc1c(CCCCOC(C)=O)cc(OC#N)c2c1C(=O)C=CC2=O.c1ccncc1.c1ccncc1
energy relative to the best compared isomer or geometry (same formula, charge and spin) = 0.000 eV
orbital gap = 8.4 eV


[2]
Entry from OMol25: one molecule with the formula C10H13NO in a non-equilibrium geometry (ωB97M-V with the def2-TZVPD basis set).

XYZ file:
```
25
Properties=species:S:1:pos:R:3:forces:R:3
O 2.803073 -1.270298 -0.736718 0.364 -0.204 0.537
N 1.403182 -0.393062 0.903013 1.553 -3.844 1.974
C -1.883832 -1.150379 1.341503 1.567 -0.298 0.468
C -0.673517 0.444357 -0.135932 3.138 -1.571 1.181
C 0.604708 2.878517 -0.574661 0.621 0.643 -1.424
C 0.754217 0.599470 0.268829 -2.639 1.739 -0.891
C -0.714422 2.716338 -0.949742 1.407 -1.259 2.000
C -1.318046 1.543105 -0.525088 -1.469 0.500 -1.300
C -1.449920 -1.729475 -1.108890 1.026 2.569 2.200
C 1.316016 1.865532 0.129983 -0.380 0.265 -0.889
C 2.799789 -0.847760 0.634169 -0.646 3.529 -1.609
C -1.410668 -0.868172 -0.065425 0.331 -1.011 0.263
H -2.502830 -1.981923 1.580962 -1.118 -0.597 -0.634
H -1.294605 3.384850 -1.490160 -0.611 1.473 -0.808
H 0.868391 -1.269013 0.955564 -0.021 0.782 -0.063
H 1.088556 3.759542 -1.070237 0.034 -0.736 1.225
H -1.009171 -1.438820 1.974476 -0.098 0.570 -0.466
H 2.330602 2.006955 0.498104 -0.185 0.202 -0.233
H 3.507197 0.024983 0.766879 -0.806 -0.565 -0.303
H 3.196783 -1.549111 1.342908 -0.587 -1.009 -0.045
H -0.814538 -1.440546 -1.899868 0.136 -0.010 -1.353
H -1.821583 -2.695139 -1.013295 -0.835 -1.461 -0.036
H -2.241691 -0.248234 1.784547 -0.562 0.557 0.397
H 2.202779 -0.644765 -1.188903 0.553 -0.427 0.200
H -2.364840 1.395643 -0.667002 -0.774 0.163 -0.393
```
Positions in Å, forces in eV/Å.

Values from the calculation:
lowest unoccupied orbital energy = 0.810 eV
HOMO level = -0.2942 Ha
2S+1 = 1
E = -518.76874 a.u.
SMILES = C=C(C)c1ccccc1NCO
energy relative to the best compared isomer or geometry (same formula, charge and spin) = 2.018 eV
orbital gap = 8.8 eV


[3]
Entry from OMol25: one molecule with the formula C29H33N3O5 in a non-equilibrium geometry (ωB97M-V with the def2-TZVPD basis set).

XYZ file:
```
70
Properties=species:S:1:pos:R:3:forces:R:3
O 0.457505 0.726527 1.586215 0.121 0.349 -0.016
O -7.588292 0.959164 -0.692404 -0.114 -0.006 0.108
O 1.889288 -2.866752 -0.393387 0.320 -0.466 -0.131
O 1.570817 2.914152 -1.317869 0.215 -0.471 -0.068
O 3.607934 2.115563 0.806225 0.065 -0.325 -0.105
N -4.819936 0.384717 -0.780284 -0.334 0.025 -0.123
N 1.611489 0.381837 -0.336337 -0.076 -0.150 -0.208
N 0.723471 -1.982979 1.350575 -0.145 0.163 0.330
C 2.325891 2.078264 1.231807 -0.439 0.743 1.016
C -1.169561 0.831319 -0.929452 -0.069 -0.115 0.026
C 2.044026 -5.156067 1.894084 -0.060 -0.119 0.085
C -0.696695 -0.455344 -0.699413 -0.198 -0.089 -0.132
C 1.544108 4.258725 -1.728677 -0.002 0.283 -0.082
C 2.866226 -4.456701 2.971417 0.062 0.049 -0.113
C 0.707615 -4.414824 1.929962 0.028 -0.081 -0.063
C -5.792488 -0.686391 -0.828381 -0.261 0.145 -0.162
C 1.192487 -1.998942 0.097276 -0.410 0.591 -0.099
C 4.484063 1.574053 -3.135625 0.052 -0.073 0.019
C 2.090149 3.121461 2.090873 -0.054 -0.733 -0.505
C 4.495601 0.283261 -2.644401 0.068 0.004 -0.081
C 1.385069 1.017091 0.837629 0.119 -0.076 0.210
C -7.091556 -0.134248 -1.426454 0.170 -0.343 -0.041
C 0.782975 -0.759756 -0.735909 -0.158 -0.347 0.005
C 4.184287 3.179316 1.379017 -0.018 0.662 0.439
C -3.461186 0.085417 -0.715718 0.349 -0.155 -0.052
C -6.632111 1.992299 -0.641072 0.286 0.173 0.187
C -2.980730 -1.209161 -0.515230 -0.298 0.091 0.026
C 2.542622 -2.986229 2.728419 -0.010 -0.015 0.160
C 3.548258 -0.103095 -1.711188 -0.105 0.196 0.058
C -5.329799 1.501875 -0.007471 -0.303 0.173 -0.089
C 2.565110 2.104182 -1.785084 -0.113 -0.224 -0.068
C -2.521313 1.097260 -0.934852 -0.002 0.010 0.043
C 1.043272 -2.969998 2.364692 0.156 -0.101 -0.094
C 2.593301 0.796809 -1.268530 0.261 0.325 -0.452
C -1.623707 -1.470212 -0.512502 0.277 0.178 -0.138
C 3.299597 3.842813 2.175642 0.420 -0.146 -0.295
C 3.525632 2.481447 -2.712267 -0.186 0.219 0.064
H 3.529047 3.479992 -3.119873 -0.032 0.099 -0.011
H 2.512910 -5.001986 0.922752 0.016 -0.038 -0.023
H -4.601340 2.309698 0.018596 -0.038 -0.006 0.016
H 5.220831 1.887288 -3.859889 0.061 0.025 -0.065
H -5.425310 -1.483780 -1.475180 -0.026 -0.017 0.047
H -2.854707 2.104944 -1.132219 -0.052 0.082 -0.048
H -6.001319 -1.094473 0.174183 0.039 -0.058 -0.052
H 5.217343 3.355596 1.151024 0.131 -0.077 -0.085
H -0.473463 1.637565 -1.105375 0.080 0.088 0.002
H 0.216540 -4.425258 0.959448 -0.103 -0.013 0.007
H 2.525060 -4.760059 3.963466 0.026 -0.050 0.076
H -6.426594 2.361430 -1.657763 0.006 0.000 0.094
H 0.036560 -4.870933 2.658673 -0.036 -0.024 0.013
H 1.162389 3.332703 2.580352 -0.225 -0.035 0.095
H 0.259761 -1.128672 1.646640 0.050 -0.141 -0.136
H 2.466265 4.779848 -1.452604 -0.031 -0.032 -0.015
H 1.931671 -6.224859 2.070352 0.023 -0.065 -0.042
H -1.286472 -2.484290 -0.356737 0.001 -0.105 0.050
H 0.446494 -2.695902 3.238034 0.055 -0.012 -0.094
H 5.238642 -0.422820 -2.980040 0.067 -0.072 -0.033
H 0.705242 4.708073 -1.199365 0.065 0.026 -0.059
H -7.076127 2.791942 -0.045826 0.071 -0.003 -0.046
H 1.381499 4.346997 -2.807606 0.019 -0.003 0.043
H -7.874138 -0.894654 -1.410021 0.077 0.003 -0.046
H -6.902077 0.172534 -2.466832 -0.010 -0.064 0.079
H 3.931925 -4.665550 2.891726 0.052 -0.034 0.086
H -3.662007 -2.026999 -0.341233 -0.096 -0.053 0.012
H 2.762301 -2.349708 3.584592 0.023 0.078 -0.005
H -5.539697 1.185338 1.028130 0.050 0.068 -0.022
H 1.063095 -0.990007 -1.772176 0.033 0.001 0.339
H 3.541412 -1.109198 -1.319885 -0.039 -0.125 0.080
H 3.486584 4.726152 2.750996 0.115 0.175 0.095
H 3.114262 -2.627805 1.872337 0.016 0.038 -0.011
```
Positions in Å, forces in eV/Å.

Values from the calculation:
lowest unoccupied orbital energy = 0.614 eV
HOMO level = -0.2818 Ha
2S+1 = 1
E = -1665.33754 a.u.
SMILES = COc1ccccc1N(C(=O)c1ccco1)[C@@H](C(=O)NC1CCCC1)c1ccc(N2CCOCC2)cc1
energy relative to the best compared isomer or geometry (same formula, charge and spin) = 3.056 eV
orbital gap = 8.3 eV


[4]
Entry from OMol25: a 2-piece molecular cluster, CH7NS overall in a non-equilibrium geometry (ωB97M-V with the def2-TZVPD basis set).

XYZ file:
```
10
Properties=species:S:1:pos:R:3:forces:R:3
S -0.464358 0.350066 1.627940 0.331 0.480 0.733
N 0.599599 0.298051 -1.580690 0.559 0.034 1.381
C 0.269861 -1.086419 -1.706555 -0.733 -0.179 -1.389
H 0.563714 1.198991 1.821991 0.019 -0.065 -0.583
H 0.540427 1.054927 -2.223955 -0.276 -0.387 -0.584
H 1.023214 0.536154 -0.710232 0.163 0.313 0.100
H 0.131898 -1.320984 -2.765998 0.047 -0.051 0.005
H -0.611678 0.502346 2.958877 -0.408 -0.404 -0.106
H -0.678440 -1.376654 -1.237451 0.067 0.118 0.227
H 1.043928 -1.766567 -1.360397 0.232 0.140 0.214
```
Positions in Å, forces in eV/Å.

Values from the calculation:
lowest unoccupied orbital energy = 0.865 eV
HOMO level = -0.3161 Ha
2S+1 = 1
E = -495.20007 a.u.
SMILES = CN.S
energy relative to the best compared isomer or geometry (same formula, charge and spin) = 0.736 eV
orbital gap = 9.5 eV


[5]
Entry from OMol25: C3H3NO4 as an isolated structure in a non-equilibrium geometry (ωB97M-V with the def2-TZVPD basis set).

XYZ file:
```
11
Properties=species:S:1:pos:R:3:forces:R:3
O -2.195369 0.079710 0.168705 -4.952 5.532 1.851
O 2.649218 -0.295361 0.272211 -3.230 0.526 -2.710
O 0.802575 -1.529941 0.032416 -0.662 -2.946 -0.821
O 0.657627 1.927781 0.026661 3.110 -1.349 -1.721
N -0.633159 -1.386335 0.092300 1.610 0.191 -0.350
C 1.474007 -0.394106 -0.150728 -1.127 0.911 4.087
C 0.256013 0.577457 -0.145477 4.135 4.075 -1.016
C -0.938465 0.000586 -0.184931 1.930 -2.220 2.282
H -2.755355 1.130696 0.711582 3.330 -4.434 -2.700
H 1.738845 1.936986 -0.274091 -4.480 -0.106 1.441
H -1.055940 -2.047469 -0.548648 0.336 -0.180 -0.343
```
Positions in Å, forces in eV/Å.

Values from the calculation:
lowest unoccupied orbital energy = -0.860 eV
HOMO level = -0.3282 Ha
2S+1 = 1
E = -471.63481 a.u.
energy relative to the best compared isomer or geometry (same formula, charge and spin) = 6.486 eV
orbital gap = 8.1 eV


[6]
Entry from OMol25: C12H28FN4O6V as an isolated structure in a non-equilibrium geometry (ωB97M-V with the def2-TZVPD basis set).

XYZ file:
```
52
Properties=species:S:1:pos:R:3:forces:R:3
V -1.746677 0.200870 2.173446 -0.641 0.208 -3.541
F 0.030111 -0.345822 1.245532 -1.489 -0.053 0.835
O 4.306881 -1.760408 2.852435 0.511 0.026 0.020
O -3.299047 -0.101977 2.330744 1.520 0.301 0.712
O -1.359992 1.392342 3.095895 -0.034 0.116 0.646
O 1.742993 2.048187 -2.857706 -0.254 -0.038 0.171
O -2.687628 -1.891049 0.449066 -0.021 -0.203 -0.334
O -2.100621 1.345707 0.235405 0.288 -0.493 1.078
N -2.271725 3.352464 -0.803434 0.275 -0.339 1.063
N -0.808158 -2.567535 -0.542888 -0.592 -0.724 -0.335
N 2.461581 -0.483442 2.733701 -1.332 0.100 -0.968
N 1.475340 1.377600 -0.712033 -0.173 0.714 1.111
C -2.129932 4.136670 0.417340 -0.211 0.635 -0.173
C -2.212186 2.007808 -0.792646 -0.169 0.336 -0.798
C 3.341954 -1.498800 0.688520 0.000 0.449 0.100
C 2.259260 -0.224992 4.125536 0.978 0.248 1.054
C -2.388777 1.349482 -2.143619 0.740 -0.634 0.319
C -0.037656 -3.385136 -1.471588 0.274 0.416 0.382
C 3.434390 -1.239827 2.183825 -0.289 -0.787 0.454
C 1.404157 1.201480 -2.040374 0.068 -0.005 -0.588
C 0.917982 -0.176871 -2.455573 0.011 0.278 0.997
C -2.906600 -3.564343 -1.306807 0.370 0.207 -0.060
C 1.818145 2.632307 -0.050870 0.160 -0.233 -0.314
C -2.158314 -2.594587 -0.412320 0.104 0.288 0.549
H 1.978027 3.408270 -0.794334 0.211 -0.086 -0.052
H 1.656200 -0.268778 2.154018 0.244 -0.070 -0.076
H -0.381288 -4.412418 -1.572848 -0.272 0.044 0.209
H -2.255844 3.861828 -1.666540 -0.076 -0.241 -0.264
H -1.772059 1.798191 -2.923904 -0.423 0.477 -0.022
H 2.713014 2.457145 0.547097 0.069 0.347 -0.002
H -1.742505 3.544316 1.239103 0.143 -0.137 -0.133
H -0.028394 -2.929451 -2.462866 0.220 -0.069 -0.052
H -0.353736 -1.976214 0.142701 0.200 0.067 -0.090
H 0.969339 -3.439494 -1.058996 0.104 0.054 -0.322
H 4.179701 -0.980499 0.221436 0.051 -0.172 -0.112
H 1.176897 0.679766 -0.046847 -0.361 -0.330 -0.441
H -3.453595 1.317436 -2.363527 0.046 0.094 -0.299
H 2.427497 -1.134550 0.225150 -0.103 0.061 0.103
H -3.080208 4.570274 0.736767 -0.104 -0.220 -0.063
H -1.479712 4.984815 0.201545 0.199 -0.138 0.158
H 1.812599 -0.769620 -2.647126 -0.212 -0.132 -0.468
H 3.421895 -2.568049 0.511535 0.175 -0.024 0.052
H 1.276277 -0.458604 4.541958 -0.241 0.048 -0.662
H 2.938394 -0.823636 4.736648 0.233 0.117 -0.279
H 1.016632 2.964797 0.611380 -0.082 -0.171 0.018
H 0.396312 -0.623869 -1.607013 0.000 -0.116 -0.098
H -2.004170 0.329527 -2.088800 -0.305 -0.038 0.280
H -2.628282 -4.563458 -0.969281 -0.099 -0.120 -0.168
H 0.212002 -0.104079 -3.277160 0.366 -0.084 -0.326
H -3.986465 -3.467931 -1.292745 0.027 0.262 0.375
H -2.574457 -3.438018 -2.338018 0.052 -0.153 -0.020
H 2.480448 0.832173 4.299081 -0.153 -0.083 0.373
```
Positions in Å, forces in eV/Å.

Values from the calculation:
lowest unoccupied orbital energy = -1.349 eV
HOMO level = -0.3387 Ha
2S+1 = 1
E = -2188.48253 a.u.
energy relative to the best compared isomer or geometry (same formula, charge and spin) = 0.235 eV
orbital gap = 7.9 eV